{"formula": "C18H21NO10P2SW", "method": "wB97M-V/def2-TZVPD", "species": ["W", "C", "C", "O", "P", "O", "O", "O", "P", "O", "O", "O", "H", "H", "H", "H", "H", "H", "H", "C", "C", "C", "C", "C", "C", "C", "S", "C", "O", "H", "H", "H", "H", "H", "H", "H", "H", "H", "H", "O", "C", "N", "C", "O", "C", "C", "C", "C", "C", "C", "H", "H", "H", "H"], "positions_angstrom": [[-0.6461, 0.1209, 0.5409], [-2.6850, -0.7710, 4.8333], [-1.4805, -1.3013, 4.0618], [-0.7053, -2.2120, 4.8343], [-0.2758, -0.0228, 3.6526], [1.0315, -0.7892, 3.2556], [-0.0447, 0.8156, 4.9417], [-0.6664, 0.8576, 2.4747], [-1.9715, -2.1986, 2.5028], [-3.4494, -1.7518, 2.1505], [-1.7407, -3.6210, 2.7341], [-1.1810, -1.5452, 1.2865], [-2.3509, -0.3774, 5.7914], [-3.3830, -1.5860, 5.0239], [-3.2041, 0.0094, 4.2765], [-0.9210, -3.1163, 4.5363], [1.2327, -1.5670, 3.8065], [0.4303, 1.6571, 4.8938], [-4.1124, -2.4243, 2.3648], [2.0000, 2.3404, -3.5418], [0.7016, 1.9924, -2.8824], [0.3316, 2.5795, -1.6681], [-0.8674, 2.2496, -1.0447], [-1.6875, 1.2771, -1.6494], [-1.3652, 0.7081, -2.8764], [-0.1764, 1.0805, -3.4809], [-3.1813, 0.8173, -0.8037], [-4.1301, 2.3238, -0.7924], [-2.5326, 0.7826, 0.6472], [2.5429, 3.1026, -2.9876], [1.8293, 2.7069, -4.5546], [2.6332, 1.4537, -3.6205], [0.9773, 3.3179, -1.2106], [-1.1961, 2.8041, -0.1704], [-2.0011, -0.0411, -3.3309], [0.0846, 0.6329, -4.4323], [-3.5289, 3.1460, -0.4119], [-5.0060, 2.1471, -0.1689], [-4.4430, 2.5001, -1.8230], [0.0453, -2.3358, -2.5869], [0.8396, -1.7366, -1.9364], [0.5265, -0.8861, -0.8261], [1.6387, -0.2406, -0.4391], [1.4399, 0.6486, 0.4547], [2.8197, -0.6892, -1.1677], [4.1567, -0.3498, -1.0837], [5.0108, -0.9889, -1.9820], [4.5287, -1.9101, -2.9061], [3.1739, -2.2428, -2.9857], [2.3328, -1.6149, -2.0953], [4.5257, 0.3639, -0.3606], [6.0690, -0.7679, -1.9579], [5.2265, -2.3865, -3.5821], [2.8042, -2.9613, -3.7040]], "forces_ev_per_a": [[0.4, -0.1, 0.4], [0.0, 0.0, 0.0], [0.0, 0.0, 0.1], [0.0, 0.0, 0.0], [0.2, 0.0, 0.3], [0.2, 0.0, -0.2], [-0.2, 0.0, 0.0], [0.0, 0.1, 0.0], [-0.1, 0.0, -0.1], [0.0, 0.0, 0.0], [0.0, 0.0, 0.0], [0.1, -0.4, 0.3], [0.0, 0.0, 0.0], [0.0, 0.0, 0.0], [0.0, 0.0, 0.0], [0.0, 0.0, 0.0], [-0.1, 0.1, 0.1], [0.0, 0.0, 0.0], [0.0, 0.0, 0.0], [0.0, 0.0, 0.0], [-0.1, 0.0, 0.1], [0.0, -0.1, -0.1], [0.1, 0.0, 0.0], [-0.2, 0.2, -0.3], [0.1, 0.0, 0.0], [0.0, 0.0, 0.0], [0.0, 0.2, 0.0], [0.0, -0.1, 0.1], [-0.2, 0.1, -0.3], [0.0, 0.0, 0.0], [0.0, 0.0, 0.0], [0.0, 0.0, 0.0], [0.0, 0.0, 0.0], [0.0, 0.0, 0.0], [0.0, 0.0, 0.0], [0.0, 0.0, 0.0], [0.0, 0.0, 0.0], [0.0, 0.0, 0.0], [0.0, 0.0, 0.0], [-0.1, 0.0, 0.0], [0.3, -0.1, 0.1], [-0.2, 0.1, -0.3], [0.3, 0.1, -0.1], [-0.5, -0.2, 0.0], [-0.2, 0.1, 0.2], [0.0, -0.1, -0.1], [0.0, 0.1, 0.1], [0.0, -0.1, -0.1], [0.0, 0.1, 0.1], [-0.1, -0.1, -0.1], [0.0, 0.0, 0.0], [0.0, 0.0, 0.0], [0.0, 0.0, 0.0], [0.0, 0.0, 0.0]], "spin_multiplicity": 3, "charge": 2, "molar_mass_g_mol": 689.22, "e_above_lowest_ev": 1.4095, "e_homo_ev": [-14.529, -15.381], "gap_ev": [7.13, 8.14], "total_energy_ev": -72201.728}